w:
DFT (ωB97M-V/def2-TZVPD) results for a cluster of 2 separate species, C5H11NO in total.

Properties
Lowest unoccupied orbital energy (spin up / spin down) ... 0.1087 / 0.1063 Eh
Charge ... -1
HOMO (spin up / spin down) ... 0.6456 / -1.2481 eV
Multiplicity ... 2

Each atom is followed by the atoms it is bonded to, with distances in Å.
Geometry (Å):
1 N -0.078 1.517 -3.940  C2 1.435, H7 0.998, H8 0.996
2 C 0.666 1.420 -2.716  N1 1.435, C3 1.410, H9 1.093
3 C -0.024 1.168 -1.513  C2 1.410, C4 1.428, H10 1.089
4 C 0.519 0.599 -0.322  C3 1.428, C5 1.383, H11 1.076
5 C -0.257 0.391 0.804  C4 1.383, C6 1.513, H12 1.090
6 C 0.198 -0.310 2.066  C5 1.513, H13 1.092, H14 1.096, H15 1.110
7 H -0.781 0.811 -4.007  N1 0.998
8 H 0.312 2.136 -4.615  N1 0.996
9 H 1.675 1.840 -2.737  C2 1.093
10 H -0.951 1.701 -1.299  C3 1.089
11 H 1.568 0.678 -0.095  C4 1.076
12 H -1.268 0.789 0.894  C5 1.090
13 H -0.476 -0.052 2.886  C6 1.092
14 H 0.379 -1.389 2.008  C6 1.096
15 H 1.158 0.116 2.423  C6 1.110
16 H -1.383 -4.291 3.061  O18 0.963
17 H -0.346 -3.661 3.927  O18 0.962
18 O -0.910 -3.460 3.174  H16 0.963, H17 0.962

x:
DFT (ωB97M-V/def2-TZVPD) results for the ion C5H11NO with charge -1.

Properties
Lowest unoccupied orbital energy (spin up / spin down) ... 0.1425 / 0.1414 Eh
Charge ... -1
HOMO (spin up / spin down) ... 0.6619 / -3.0601 eV
Multiplicity ... 2

Each atom is followed by the atoms it is bonded to, with distances in Å.
Geometry (Å):
1 O 2.731 -2.154 -0.106  C2 1.260
2 C 2.151 -1.167 0.421  O1 1.260, C3 1.512, H8 1.119
3 C 1.012 -0.343 -0.136  C2 1.512, C4 1.556, N7 1.482, H9 1.116
4 C -0.333 -0.536 0.623  C3 1.556, C5 1.544, H10 1.092, H11 1.091
5 C -1.432 0.360 0.012  C4 1.544, C6 1.516, H12 1.090, H13 1.112
6 C -1.374 1.849 0.290  C5 1.516, H14 1.092, H15 1.096, H16 1.098
7 N 0.833 -0.555 -1.592  C3 1.482, H17 1.009, H18 1.013
8 H 2.243 -0.878 1.498  C2 1.119
9 H 1.371 0.712 -0.065  C3 1.116
10 H -0.203 -0.305 1.682  C4 1.092
11 H -0.664 -1.559 0.440  C4 1.091
12 H -1.656 0.105 -1.023  C5 1.090
13 H -2.352 -0.058 0.474  C5 1.112
14 H -0.521 2.213 -0.287  C6 1.092
15 H -2.315 2.374 0.088  C6 1.096
16 H -1.241 2.096 1.351  C6 1.098
17 H 0.050 -1.163 -1.782  N7 1.009
18 H 1.698 -0.991 -1.887  N7 1.013

Which of them is the most stable, and which is the least stable? x and w, in that order.

w:
DFT (ωB97M-V/def2-TZVPD) results for a cluster of 2 separate species, C3H6F3NO in total.

Properties
Lowest unoccupied orbital energy ... 0.0152 Eh
HOMO ... -8.1320 eV
Multiplicity ... 1

Each atom is followed by the atoms it is bonded to, with distances in Å.
Geometry (Å):
1 C -0.427 1.241 0.246  C2 1.523, H9 1.090, H10 1.144, H11 1.162
2 C -0.219 -0.181 -0.258  C1 1.523, N4 1.345, O5 1.354
3 C 1.296 0.282 -2.055  F6 1.406, F7 1.388, F8 1.367
4 N 0.474 -1.062 0.483  C2 1.345, H12 1.069, H13 1.080
5 O -1.190 -0.688 -1.055  C2 1.354, H14 1.033
6 F 1.636 1.580 -2.479  C3 1.406
7 F 0.918 -0.418 -3.192  C3 1.388
8 F 2.496 -0.269 -1.698  C3 1.367
9 H -1.146 1.007 1.032  C1 1.090
10 H 0.479 1.829 0.624  C1 1.144
11 H -0.990 2.001 -0.431  C1 1.162
12 H 0.437 -2.075 0.142  N4 1.069
13 H 1.273 -0.735 1.132  N4 1.080
14 H -0.829 -1.200 -1.876  O5 1.033

x:
DFT (ωB97M-V/def2-TZVPD) results for a cluster of 3 separate species, C3H6F3NO in total.

Properties
Lowest unoccupied orbital energy ... 0.0281 Eh
SMILES ... [H]/N=C\C.O=C(F)F.F
HOMO ... -10.7617 eV
Multiplicity ... 1

Each atom is followed by the atoms it is bonded to, with distances in Å.
Geometry (Å):
1 H 0.452 -1.125 0.100  N2 1.025
2 N -0.516 -1.051 0.430  H1 1.025, C3 1.269
3 C -0.894 0.095 0.037  N2 1.269, C4 1.501, H5 1.033
4 C -0.320 1.214 -0.782  C3 1.501, H6 1.119, H7 1.133, H8 1.015
5 H -1.869 0.396 0.202  C3 1.033
6 H -0.253 2.033 -0.022  C4 1.119
7 H -0.851 1.459 -1.752  C4 1.133
8 H 0.651 0.991 -0.976  C4 1.015
9 O 0.339 -3.393 2.262  C10 1.141
10 C -0.796 -3.446 2.367  O9 1.141, F11 1.320, F12 1.310
11 F -1.490 -2.735 3.235  C10 1.320
12 F -1.613 -4.185 1.659  C10 1.310
13 F 2.620 -1.997 1.404  H14 0.930
14 H 1.785 -2.307 1.133  F13 0.930

Which of them is the most stable, and which is the least stable? x and w, in that order.

w:
DFT (ωB97M-V/def2-TZVPD) results for a cluster of 3 separate species, C5H17NO2 in total.

Properties
Lowest unoccupied orbital energy (spin up / spin down) ... 0.1360 / 0.1294 Eh
Charge ... -1
HOMO (spin up / spin down) ... 0.9092 / -6.4015 eV
Multiplicity ... 2

Each atom is followed by the atoms it is bonded to, with distances in Å.
Geometry (Å):
1 C 0.521 1.940 -0.138  C2 1.464, H7 1.063, H8 1.074, H9 1.201
2 C 0.054 0.609 0.253  C1 1.464, C3 1.572, N6 1.525, H10 1.078
3 C -1.481 0.645 -0.086  C2 1.572, C4 1.532, C5 1.608, H11 1.165
4 C -2.199 -0.679 0.192  C3 1.532, H12 1.073, H13 1.115, H14 1.041
5 C -1.842 1.036 -1.603  C3 1.608, H15 1.045, H16 1.048, H17 1.070
6 N 0.664 -0.629 -0.395  C2 1.525, H18 1.071, H19 0.973
7 H 0.424 2.210 -1.162  C1 1.063
8 H 0.083 2.813 0.308  C1 1.074
9 H 1.680 2.056 0.157  C1 1.201
10 H 0.344 0.594 1.292  C2 1.078
11 H -2.010 1.365 0.661  C3 1.165
12 H -2.277 -1.013 1.209  C4 1.073
13 H -1.596 -1.514 -0.236  C4 1.115
14 H -3.232 -0.606 0.093  C4 1.041
15 H -2.440 1.858 -1.845  C5 1.045
16 H -0.966 1.232 -2.145  C5 1.048
17 H -2.271 0.126 -1.966  C5 1.070
18 H -0.124 -1.201 -0.837  N6 1.071
19 H 1.283 -0.349 -1.093  N6 0.973
20 H 3.284 -1.447 1.545  O22 1.067
21 H 2.161 -0.674 2.379  O22 0.926
22 O 3.069 -0.638 2.207  H20 1.067, H21 0.926
23 H 1.705 -2.092 0.448  O25 1.055
24 H 2.873 -2.759 -0.064  O25 1.068
25 O 2.294 -2.882 0.825  H23 1.055, H24 1.068

x:
DFT (ωB97M-V/def2-TZVPD) results for a cluster of 3 separate species, C5H17NO2 in total.

Properties
Lowest unoccupied orbital energy (spin up / spin down) ... 0.1096 / 0.1075 Eh
Charge ... -1
HOMO (spin up / spin down) ... 1.1406 / -6.1956 eV
Multiplicity ... 2

Each atom is followed by the atoms it is bonded to, with distances in Å.
Geometry (Å):
1 C -0.324 -0.267 2.878  N2 1.467, H7 1.095, H8 1.089, H9 1.090
2 N 0.282 -0.082 1.554  C1 1.467, C3 1.514, H10 1.008
3 C -0.325 1.088 0.810  N2 1.514, C4 1.564, H11 1.093, H12 1.078
4 C -1.289 0.631 -0.335  C3 1.564, C5 1.527, C6 1.574, H13 1.107
5 C -1.089 1.606 -1.493  C4 1.527, H14 1.109, H15 1.080, H16 1.094
6 C -2.757 0.595 0.231  C4 1.574, H17 1.081, H18 1.082, H19 1.094
7 H -1.217 0.358 2.993  C1 1.095
8 H -0.637 -1.308 2.949  C1 1.089
9 H 0.316 0.074 3.691  C1 1.090
10 H 0.099 -0.911 1.010  N2 1.008
11 H -0.942 1.642 1.523  C3 1.093
12 H 0.410 1.811 0.496  C3 1.078
13 H -1.235 -0.452 -0.560  C4 1.107
14 H -1.659 2.542 -1.318  C5 1.109
15 H -0.039 1.819 -1.628  C5 1.080
16 H -1.600 1.237 -2.388  C5 1.094
17 H -2.900 -0.342 0.750  C6 1.081
18 H -3.019 1.421 0.879  C6 1.082
19 H -3.454 0.867 -0.567  C6 1.094
20 H 1.935 -0.446 -3.607  O22 0.954
21 H 2.585 -1.606 -2.654  O22 0.973
22 O 1.912 -0.914 -2.776  H20 0.954, H21 0.973
23 H 4.969 -3.172 -0.031  O25 0.977
24 H 5.171 -3.432 -1.505  O25 0.977
25 O 4.807 -2.756 -0.901  H23 0.977, H24 0.977

Which of them is the most stable, and which is the least stable? x and w, in that order.